Record 1
Molecular formula: C50H39AsN7O4S2Tl
Method: DFT, wB97M-V/def2-TZVPD

As for the spin multiplicity: 1. The calculation puts the HOMO energy at -2.59 eV. The calculated total energy is -158306.576 eV. For the energy relative to the best compared isomer or geometry (same formula, charge and spin), the calculation gives 1.401 eV. As for the charge: -2.

CARTESIAN COORDINATES (ANGSTROEM)
Tl (-1.14762, -0.44451, 1.53282)
As (0.26327, 2.09135, -1.23917)
S (-2.29794, 2.84354, 0.42021)
S (-5.07972, 0.80373, 4.42147)
O (4.68623, -4.98888, 6.04106)
O (2.85285, -6.08673, 5.27385)
O (-0.51012, -2.39025, 3.85353)
O (0.90271, -0.78845, 3.22628)
N (0.22826, -2.14532, 0.09290)
N (-2.34486, -8.49590, -5.71533)
N (-2.14570, -0.74386, -1.36894)
N (-4.76099, 0.84811, 1.82531)
N (-2.70386, 2.71600, 3.52822)
N (-0.12998, 2.43764, 4.27176)
N (-3.96172, 2.72888, 2.99177)
C (-1.89421, -6.50148, -2.88416)
C (-0.77365, 4.01720, -3.13410)
C (1.64979, 4.55186, -0.71319)
C (-1.05797, 3.27985, -2.01646)
C (-4.56253, 1.44432, 3.01105)
C (2.16075, 3.04043, 3.72162)
C (1.20612, 2.21372, 4.27844)
C (1.73706, 4.17853, 3.07437)
C (-0.51364, 3.57824, 3.68564)
C (-1.34797, -4.13953, -2.75345)
C (3.78804, -4.05502, 5.49500)
C (2.91283, -2.02160, 4.76742)
C (0.72101, 0.82340, -2.71468)
C (1.77084, -2.68152, 4.33220)
C (2.67630, 5.48472, -0.81349)
C (1.92431, -3.65537, -0.14283)
C (-2.06810, -1.94039, -2.09484)
C (1.73207, -0.95544, -4.59742)
C (-3.00526, 4.59595, -1.61471)
C (1.38138, -2.57899, 0.59783)
C (-3.80868, -0.72728, -2.97399)
C (2.97998, 3.06702, -2.04518)
C (3.93866, -2.66327, 5.38780)
C (0.63514, -1.89731, 3.73771)
C (-1.14265, -2.92922, -1.88860)
C (-3.15462, -0.08642, -1.86864)
C (0.37257, 4.46289, 3.06705)
C (2.68009, -4.72861, 5.04489)
C (-2.74966, 5.27450, -2.77370)
C (-1.69234, -5.35155, -2.15289)
C (1.00796, -3.90509, -1.14687)
C (3.85040, 5.24580, -1.45120)
C (1.63984, -4.07029, 4.41104)
C (4.00666, 4.03962, -2.12493)
C (4.26741, -6.19838, 5.48865)
C (1.58647, -0.20974, -2.33123)
C (-2.14278, 3.58541, -1.15266)
C (-3.08279, -1.87620, -3.13853)
C (1.78101, 3.34498, -1.37140)
C (-2.47629, 5.09754, 3.01619)
C (-1.60571, 5.01718, -3.51144)
C (-2.07632, -7.60717, -5.06256)
C (-1.95917, 3.75759, 3.43865)
C (0.28704, 0.90555, -4.03590)
C (0.78842, 0.01776, -4.95982)
C (-1.25426, -4.10928, -4.14137)
C (2.10225, -1.10786, -3.26270)
C (-1.78518, -6.43847, -4.27264)
C (-0.03863, -2.98003, -1.02040)
C (-1.51740, -5.21813, -4.93943)
H (-3.88276, 4.87608, -1.00606)
H (-3.55008, 5.15706, 3.18320)
H (4.59783, 6.01079, -1.50216)
H (-0.40748, 1.69734, -4.37023)
H (4.81690, -2.14735, 5.73433)
H (-0.04761, 5.36307, 2.60935)
H (3.10302, 2.10563, -2.55474)
H (-2.35692, 5.31418, 1.94818)
H (-3.89902, 3.06211, 2.02583)
H (-1.32123, 5.61994, -4.37073)
H (2.76925, -1.87219, -2.96442)
H (-2.24317, -7.40712, -2.43729)
H (0.52802, 0.15235, -6.00732)
H (4.71914, -6.34663, 4.47970)
H (2.51956, 6.45571, -0.31442)
H (1.88640, -0.32386, -1.28656)
H (-3.43338, 0.92742, -1.57733)
H (-4.13742, 1.17002, 1.10249)
H (-3.28987, -2.65714, -3.85998)
H (2.99934, -0.92912, 4.64566)
H (2.10777, -1.70600, -5.28867)
H (-4.96197, -0.13917, 1.76678)
H (-1.42077, -5.20937, -6.01039)
H (1.15003, -4.60631, -1.94799)
H (2.88338, -4.13906, -0.00731)
H (-2.04304, 5.96334, 3.58387)
H (0.74709, -4.52773, 4.04244)
H (1.42608, 1.21286, 4.66382)
H (4.92980, 3.79010, -2.65355)
H (3.18455, 2.71318, 3.77587)
H (-4.64270, -0.31116, -3.56237)
H (4.46985, -6.99962, 6.15973)
H (1.84208, -2.08413, 1.46340)
H (-3.39847, 6.12710, -3.04617)
H (0.15823, 3.78527, -3.72850)
H (-1.76819, -5.42070, -1.08785)
H (-0.91606, -3.17788, -4.57427)
H (2.45529, 4.83162, 2.61122)
H (0.70111, 4.89363, -0.24348)

Results of the Mulliken charge analysis, in e, for atoms 1 through 8:
1. Tl 0.80
2. As 0.98
3. S -0.17
4. S -0.44
5. O -0.50
6. O -0.51
7. O -0.84
8. O -0.66

---

Record 2
Molecular formula: C50H41CdF2IN5O3PS
Method: DFT, wB97M-V/def2-TZVPD

As for the spin multiplicity: 1. The calculation puts the HOMO energy at -7.87 eV. The calculated total energy is -104332.254 eV. For the energy relative to the best compared isomer or geometry (same formula, charge and spin), the calculation gives 0.330 eV.

CARTESIAN COORDINATES (ANGSTROEM)
I (2.69108, 1.86650, -1.28437)
Cd (0.45918, -0.47490, 0.38843)
S (-0.64432, -1.72630, 3.08333)
P (-0.55402, 1.76860, -1.53147)
F (1.16238, -4.80850, -2.80747)
F (4.57918, -4.09810, 0.28263)
O (-0.79582, -2.72220, 2.04593)
O (-5.47752, -4.19870, -2.28437)
O (-1.69032, -1.65910, 4.07873)
N (0.37698, 1.71760, 1.91313)
N (2.77668, -0.43750, 1.45343)
N (-1.72122, -1.06830, -0.58377)
N (-3.45432, -2.74040, -1.01437)
N (-0.41302, -0.34880, 2.29293)
C (-2.54092, -1.86650, -0.72837)
C (-0.52872, 1.29620, 4.09523)
C (2.90358, -4.43050, -1.26637)
C (-3.32752, 1.22630, -2.23357)
C (-0.23672, 4.59110, -5.19827)
C (1.73278, -4.01770, -1.86617)
C (2.08288, 4.03310, -5.64687)
C (-5.77772, -2.99510, -1.61727)
C (3.34098, -2.46470, 5.22283)
C (4.66878, -2.66100, 5.88783)
C (0.62068, 2.96430, 2.28543)
C (-1.35722, 3.67890, -3.30917)
C (-2.16172, 2.37440, 0.64723)
C (-4.79512, -2.72890, -0.46847)
C (3.45998, -3.60420, -0.31037)
C (-0.28092, 2.59890, 4.45103)
C (0.90408, -2.05140, 3.94193)
C (5.27738, -0.79650, 2.54673)
C (-4.16602, -4.20920, -2.79997)
C (2.25858, 2.64860, -3.24037)
C (-3.12162, -3.97180, -1.70407)
C (-3.85112, -0.29360, -4.02187)
C (-1.52582, 5.07430, 0.69513)
C (-2.38182, 4.54600, 1.64613)
C (-2.68802, 3.19340, 1.62903)
C (-0.99382, 4.25810, -0.28687)
C (3.33978, 2.74120, -4.08027)
C (-0.22992, 2.99880, -2.89477)
C (1.66988, -2.00270, -0.53487)
C (1.85768, -2.86800, 3.36323)
C (-4.25962, 0.57190, -3.02207)
C (4.79308, -1.67320, 1.59453)
C (-1.97172, 1.01770, -2.44547)
C (-0.19412, 0.87230, 2.79443)
C (3.06578, -3.07710, 4.00403)
C (0.94648, 3.92780, -4.81927)
C (-2.49952, -0.51280, -4.23307)
C (2.36028, -1.67160, 5.80323)
C (3.51038, -1.48670, 1.06693)
C (0.98808, 3.16290, -3.60647)
C (1.11828, -2.83450, -1.50457)
C (-1.36682, 4.49670, -4.43807)
C (1.14438, -1.47200, 5.17243)
C (-1.33792, 2.90990, -0.34257)
C (3.24738, 3.41190, -5.30507)
C (2.89308, -2.38300, 0.06483)
C (0.31268, 3.46350, 3.53273)
C (3.25298, 0.40980, 2.34553)
C (4.49378, 0.27180, 2.94373)
C (-1.57052, 0.13770, -3.44777)
H (-4.89452, -3.52350, 0.28363)
H (2.00788, 4.62040, -6.55087)
H (3.80598, -3.72180, 3.55273)
H (-0.54612, 2.95080, 5.43783)
H (4.76328, -3.67960, 6.26143)
H (-2.27612, 5.01050, -4.71417)
H (-2.27422, 3.57020, -2.74657)
H (-3.13822, -4.80750, -0.99397)
H (-2.80532, 5.18720, 2.40463)
H (4.11618, 3.46970, -5.94047)
H (-2.37012, 1.31090, 0.65313)
H (-4.06192, -3.44590, -3.58567)
H (6.26208, -0.94610, 2.96423)
H (0.37228, -0.88480, 5.64123)
H (-4.58072, -0.80460, -4.63317)
H (0.19138, -2.55960, -1.99077)
H (4.79218, -1.97710, 6.72323)
H (-5.76542, -2.14980, -2.32247)
H (1.08948, 3.59340, 1.53883)
H (1.62868, -3.34600, 2.42303)
H (2.54508, -1.20810, 6.76133)
H (-2.12592, -3.89490, -2.13827)
H (0.52308, 4.48880, 3.78603)
H (-0.51262, -0.03950, -3.59997)
H (-6.79072, -3.11940, -1.23267)
H (-5.31282, 0.74910, -2.85457)
H (5.42658, -2.47960, 1.27543)
H (-5.00272, -1.76560, -0.00417)
H (4.28608, 2.31530, -3.78297)
H (-2.17502, -1.17590, -5.02097)
H (-0.31062, 4.67660, -1.01387)
H (-0.23572, 5.17250, -6.10757)
H (-1.00222, 0.58910, 4.75583)
H (-4.02992, -5.19910, -3.23657)
H (3.36628, -5.37420, -1.49957)
H (4.83308, 0.98100, 3.68133)
H (-3.65922, 1.88530, -1.44287)
H (-1.26862, 6.12440, 0.71723)
H (2.61078, 1.24530, 2.58703)
H (5.46928, -2.49040, 5.17153)
H (-3.32472, 2.77750, 2.39773)

Results of the Mulliken charge analysis, in e, for atoms 1 through 8:
1. I 0.20
2. Cd 2.20
3. S 1.03
4. P 0.40
5. F -0.36
6. F -0.37
7. O -0.77
8. O -0.40

---

Record 3
Molecular formula: C50H41Co2NO5P
Method: DFT, wB97M-V/def2-TZVPD

As for the spin multiplicity: 1. The calculation puts the HOMO energy at -1.22 eV. The calculated total energy is -148781.505 eV. As for the charge: -1.

CARTESIAN COORDINATES (ANGSTROEM)
Co (-0.33998, 0.21339, 1.53211)
Co (1.89828, 0.02541, 0.84274)
P (-0.36360, 1.86535, 2.96540)
O (3.14567, 2.13593, 2.33726)
O (-0.43880, -1.66049, 3.74079)
O (2.50730, -1.97112, 2.90074)
O (-2.98597, 0.59852, 0.47545)
O (4.40061, -0.10484, -0.63713)
N (-2.11981, -1.64866, -3.52943)
C (0.02781, 4.96865, 0.32161)
C (-0.40849, 1.93084, -5.16000)
C (-2.53773, -3.07245, -3.61815)
C (2.55024, 1.32390, 1.75910)
C (0.83586, -3.71508, 0.66954)
C (2.50955, -2.84859, -0.84629)
C (-0.88756, -1.24142, -3.22665)
C (1.37695, -4.16480, -3.16817)
C (2.10425, -1.23631, 2.09586)
C (1.00172, 4.35785, 2.87043)
C (-2.64531, 1.28087, 4.45248)
C (1.49202, 0.93107, 4.84388)
C (-0.02640, -2.20666, -2.42048)
C (0.14931, 2.80248, 5.58285)
C (1.32459, 5.57897, 2.26970)
C (0.79258, 2.78422, 6.82222)
C (-0.80428, 0.63484, -4.85408)
C (2.96845, -4.83552, 0.42512)
C (0.49838, 0.71662, -0.05497)
C (3.10266, -4.00397, -4.85625)
C (0.49564, 1.87395, 4.58499)
C (1.08387, -2.79514, -3.30944)
C (2.38483, -4.75901, -3.92194)
C (-4.00609, 3.65212, 3.87851)
C (-0.36736, 0.03624, -3.64684)
C (-0.28494, -0.96947, 2.81962)
C (0.14866, 3.45437, 2.22153)
C (0.84481, 5.88005, 0.99336)
C (1.20534, -2.86959, -0.36228)
C (-4.46751, -1.57182, -3.90455)
C (-4.58890, 2.70159, 4.71976)
C (-3.20790, -0.70665, -3.74970)
C (-2.74237, 3.41872, 3.31675)
C (-3.99308, -3.01807, -4.09101)
C (-3.90800, 1.51409, 5.00645)
C (2.14007, 0.91639, 6.08367)
C (3.38654, -0.08756, -0.07638)
C (3.37091, -3.89595, -0.52739)
C (1.72224, -4.72342, 1.04589)
C (0.53066, 2.58983, -4.35153)
C (0.19297, -1.86574, -0.95101)
C (2.73671, -2.68264, -5.08028)
C (0.69592, -0.63250, -0.33861)
C (-2.05538, 2.22985, 3.60050)
C (0.80124, 0.58346, -3.04987)
C (-1.91296, 0.44687, 0.90351)
C (1.14971, 1.90814, -3.29407)
C (1.72514, -2.09213, -4.32442)
C (1.79232, 1.83995, 7.06983)
C (-0.33518, 3.76670, 0.93974)
H (3.17164, -2.10576, -5.89735)
H (-1.41564, 0.06946, -5.55774)
H (-0.34313, 5.18136, -0.68289)
H (4.32290, -3.97665, -1.05379)
H (1.41927, -5.41742, 1.82868)
H (2.58171, -5.82012, -3.79644)
H (1.95834, 6.28677, 2.81058)
H (-4.03923, -3.29377, -5.14796)
H (-4.52815, 4.58542, 3.65495)
H (-5.57273, 2.88147, 5.15547)
H (-1.00479, 3.07057, 0.42299)
H (2.29958, 1.82532, 8.03504)
H (3.85060, -4.47824, -5.47895)
H (-5.09036, -1.47015, -3.00760)
H (0.83116, 3.62024, -4.56765)
H (0.51004, 3.50554, 7.58961)
H (-0.83014, 2.43039, -6.03050)
H (3.63360, -5.66168, 0.68263)
H (-4.61507, -3.72955, -3.54241)
H (2.80963, -2.05749, -1.53951)
H (1.91782, 2.37670, -2.67405)
H (-3.05709, -0.11758, -4.66532)
H (1.11326, 6.82382, 0.52173)
H (-1.89579, -3.63426, -4.31982)
H (-0.78728, -2.06122, -0.48799)
H (-0.67622, -3.08526, -2.33002)
H (1.40200, -1.08552, -4.58756)
H (-0.63256, 3.53950, 5.39606)
H (0.43070, 1.58950, -0.68555)
H (-3.29917, 0.00763, -2.91261)
H (2.91631, 0.17356, 6.27206)
H (-4.35123, 0.76216, 5.66363)
H (-0.14297, -3.57246, 1.13990)
H (1.75163, 0.19816, 4.07816)
H (0.80494, -4.75537, -2.43845)
H (-5.06064, -1.22106, -4.75459)
H (1.40810, 4.11421, 3.85197)
H (-2.49341, -3.56358, -2.63325)
H (-2.29243, 4.17384, 2.66984)
H (-2.10480, 0.36147, 4.69870)
H (1.43331, -0.05152, -2.42040)

Results of the Mulliken charge analysis, in e, for atoms 1 through 8:
1. Co 0.70
2. Co -0.62
3. P 1.70
4. O -0.47
5. O -0.48
6. O -0.44
7. O -0.49
8. O -0.41

---

Record 4
Molecular formula: C50H41N2P2SeSiTi
Method: DFT, wB97M-V/def2-TZVPD

As for the spin multiplicity: 1. The calculation puts the HOMO energy at -10.28 eV. The calculated total energy is -170406.111 eV. For the energy relative to the best compared isomer or geometry (same formula, charge and spin), the calculation gives 3.836 eV. As for the charge: +1.

CARTESIAN COORDINATES (ANGSTROEM)
Se (4.15593, 2.25169, 2.40691)
Ti (0.17091, -0.06613, 0.79688)
P (-1.90972, -1.32563, -0.68992)
P (-0.89748, 2.34742, 0.93110)
Si (0.65838, 1.00955, -1.40516)
N (1.94400, 0.74977, 1.21224)
N (-0.02765, -0.05699, 3.10166)
C (-0.10290, 4.86036, -0.06189)
C (-1.50187, 2.49015, 3.65078)
C (-3.72406, -1.65522, -0.86318)
C (-2.71181, -2.86181, 3.45976)
C (-1.29950, -3.65727, 1.48339)
C (-1.60728, -4.61191, -0.81111)
C (-1.28532, 2.87471, 4.96264)
C (0.68441, 2.87773, -1.22788)
C (1.24918, 5.09045, -2.03383)
C (-2.82703, 2.65067, -0.98052)
C (-0.23157, 3.72853, 5.26947)
C (-2.61397, 2.64360, 0.40029)
C (-2.80279, -0.77145, 2.00755)
C (-1.42619, 0.53888, -4.92372)
C (1.97640, -1.21386, 3.86895)
C (-0.56450, 0.95294, -3.92152)
C (-2.11855, -4.25725, 0.37504)
C (-1.69772, -0.42170, -2.29903)
C (2.83778, 1.35159, 1.69347)
C (2.33162, 0.44636, -2.02792)
C (-2.41816, -0.37562, -4.61859)
C (0.34406, -3.11303, -1.07342)
C (-1.92562, -3.74943, 2.84575)
C (0.37996, 3.80781, 2.94219)
C (2.71545, -3.16621, 2.69941)
C (-4.09479, 2.85813, -1.49793)
C (-5.89280, -0.61137, -0.66570)
C (0.60431, 4.17989, 4.26286)
C (0.52741, 5.66585, -0.99047)
C (0.57111, -2.16836, 2.11783)
C (-0.26498, -4.28296, -1.30022)
C (-0.31715, -2.04711, -0.28964)
C (-3.20906, -1.55250, 3.02223)
C (-0.68749, 2.97432, 2.62052)
C (-4.35698, -2.83002, -1.25818)
C (0.81830, -1.20122, 3.08650)
C (1.31960, 3.71418, -2.15387)
C (-0.70205, -2.25247, 1.19074)
C (0.00199, 3.47337, -0.16978)
C (1.57491, -3.14372, 1.93278)
C (-1.69153, -1.02328, 1.10474)
C (-2.56123, -0.83790, -3.32013)
C (-0.66788, 0.47956, -2.61242)
C (-5.74053, -2.89739, -1.34894)
C (-6.51509, -1.79062, -1.04248)
C (-3.69213, 2.85800, 1.25178)
C (-4.51098, -0.54142, -0.58007)
C (-4.96290, 3.06499, 0.73017)
C (2.91398, -2.19872, 3.68721)
C (-5.16777, 3.06387, -0.64120)
H (-3.06568, -3.14886, 4.44401)
H (-2.00297, 2.50427, -1.66594)
H (-3.36573, -1.52936, -3.12561)
H (2.44490, 0.70022, -3.08486)
H (1.45759, -3.88878, 1.15919)
H (0.34042, 0.68868, 3.68206)
H (-0.98770, -0.26666, 3.36941)
H (1.32940, -2.94799, -1.49483)
H (-0.42180, -4.30703, 1.50185)
H (1.74913, 5.72329, -2.75425)
H (-2.29569, 1.78374, 3.43640)
H (-7.59271, -1.84449, -1.10764)
H (1.44453, 4.81965, 4.49331)
H (-3.34550, 0.15690, 1.85558)
H (-6.47869, 0.26860, -0.43885)
H (-4.02951, -1.17133, 3.62082)
H (0.45992, 6.74185, -0.90607)
H (0.22662, -5.01087, -1.93615)
H (3.46294, -3.92779, 2.52980)
H (-3.55948, 2.90342, 2.32389)
H (-3.09472, -0.72939, -5.38468)
H (-0.05692, 4.02660, 6.29439)
H (1.06253, 4.15085, 2.17745)
H (-4.06905, 0.40927, -0.30131)
H (-6.20834, -3.81920, -1.66641)
H (-2.22958, -5.19381, -1.48318)
H (-3.14465, -4.51863, 0.60406)
H (3.12983, 0.92594, -1.46278)
H (2.13643, -0.41989, 4.58734)
H (-4.24059, 2.86098, -2.56957)
H (-1.69903, -4.65149, 3.40272)
H (1.88273, 3.29044, -2.97640)
H (2.45544, -0.63464, -1.94117)
H (-0.67300, 5.31023, 0.74217)
H (3.81344, -2.20683, 4.28649)
H (-1.32099, 0.92287, -5.92949)
H (-1.93125, 2.50042, 5.74579)
H (-5.79088, 3.24473, 1.40279)
H (-3.78070, -3.69426, -1.53384)
H (0.21070, 1.66907, -4.16942)
H (-6.15800, 3.23543, -1.04209)

Results of the Mulliken charge analysis, in e, for atoms 1 through 8:
1. Se -0.09
2. Ti -2.22
3. P 2.21
4. P 2.83
5. Si 1.98
6. N -0.68
7. N 0.11
8. C -0.27

---

Number 1: LUMO 3.72 eV. Number 2: LUMO 0.06 eV. Number 3: LUMO 2.30 eV. Number 4: LUMO -3.00 eV.